C29H36NNiO4Te as an isolated structure, computed with wB97M-V/def2-TZVPD.

**Molecular weight**: 648.903 g/mol
**Spin multiplicity**: 4
**Energy relative to the best compared isomer or geometry (same formula, charge and spin)**: 0.00 kcal per mole
**<S²>**: 3.779
**E_HOMO (alpha / beta)**: -8.17 / -7.87 eV
**Kohn-Sham gap (alpha / beta)**: 8.556 / 5.729 eV
**E**: -3258.5746 Ha
**E_LUMO (alpha / beta)**: 0.38 / -2.14 eV

Last column: Mulliken charge in e.
Cartesian coordinates (Å):
Ni 1.41667 2.08037 -0.74099  -0.06
O 0.43157 4.43765 2.59191  -0.68
H 0.42185 4.33835 1.63058  0.25
H -0.09727 5.25805 2.70075  0.33
C -0.66859 3.39087 -2.30048  -1.50
C -0.52565 4.03774 -0.90227  1.01
C -0.57575 5.51661 -1.00418  -1.47
O 0.73812 3.74312 -0.28136  -0.57
H -1.65462 3.64079 -2.67246  0.44
H -0.62825 2.31479 -2.17579  0.32
H 0.03809 3.75465 -3.04269  0.31
H -1.37625 3.72718 -0.26662  0.09
H 0.25638 5.86930 -1.60025  0.35
H -0.53610 5.99630 -0.03990  0.31
H -1.54884 5.90967 -1.41103  0.35
C -6.14596 -3.60037 1.57762  -1.50
C -4.76918 -3.00272 1.32101  0.36
C -4.68382 -1.77511 0.75140  -0.82
C -3.46493 -1.19036 0.33650  0.68
C -3.51720 0.24557 -0.18794  -1.50
C -2.27787 -1.88236 0.56544  0.43
Te -0.51373 -1.07285 -0.30353  0.82
N 1.78552 0.58375 -1.75138  -0.26
C 1.85624 -0.53465 -2.39488  0.89
O 1.34755 -1.67914 -2.05388  -0.71
C 2.53501 -0.56977 -3.74681  0.41
C 3.35794 0.44423 -4.26110  -0.30
C 3.76876 0.35011 -5.59320  -0.52
C 3.47309 -0.72950 -6.36862  -0.55
C 2.67054 -1.72396 -5.81590  -0.36
C 2.21090 -1.65603 -4.54944  -0.59
C 0.68085 -0.77699 1.40629  0.74
C 0.44585 0.32757 2.20136  0.46
C -0.73887 1.25060 1.98691  -1.33
C 1.35497 0.57137 3.27889  -0.98
C 2.39030 -0.30592 3.56077  0.65
C 3.16203 -0.04221 4.80959  -1.75
C 2.59549 -1.39085 2.73233  -0.82
C 1.78907 -1.57643 1.63634  1.06
C 2.20305 -2.75202 0.77429  -2.02
C -2.34583 -3.13846 1.24167  0.68
C -1.08899 -3.96925 1.55423  -1.14
C -3.57699 -3.61049 1.62471  -0.76
H -6.60889 -3.75043 0.58807  0.32
H -6.75494 -2.92364 2.13778  0.37
H -6.01423 -4.48597 2.15739  0.37
H -5.60287 -1.09871 0.65223  0.19
H -4.54281 0.54475 -0.46987  0.43
H -2.88376 0.35386 -1.08084  0.28
H -3.01964 0.93866 0.49353  0.21
H 3.67540 1.34233 -3.69025  0.31
H 4.36679 1.14260 -5.93002  0.43
H 3.82100 -0.76821 -7.39387  0.38
H 2.42224 -2.56584 -6.48891  0.31
H 1.55057 -2.40643 -4.19310  0.43
H -0.85789 1.41404 0.91164  -0.07
H -0.50449 2.20287 2.40258  0.52
H -1.62658 0.88219 2.43236  0.46
H 1.19366 1.47655 3.86188  0.39
H 4.08824 -0.57015 4.81948  0.41
H 2.57002 -0.43317 5.66534  0.31
H 3.33233 1.00552 4.94103  0.40
H 3.37210 -2.09621 2.95538  0.49
H 2.63619 -3.53251 1.36243  0.57
H 3.05636 -2.52618 0.13527  0.40
H 1.42385 -3.23076 0.16275  0.07
H -0.53858 -4.30059 0.64508  0.20
H -1.38961 -4.86047 2.12743  0.35
H -0.39510 -3.41402 2.13882  0.21
H -3.60390 -4.53225 2.15010  0.32
O 3.72560 2.87675 1.18825  -0.23
C 2.91379 2.50620 0.50018  0.40